1.
DFT (ωB97M-V/def2-TZVPD) results for the molecule C25H36N4O3S.

Geometry (Å):
C 3.16 2.45 1.38
H 2.43 1.66 1.48
H 2.65 3.41 1.38
H 3.82 2.41 2.24
C 3.95 2.29 0.08
N 4.56 0.98 -0.02
C 4.66 0.44 -1.37
H 5.69 0.17 -1.61
C 3.76 -0.80 -1.51
N 2.40 -0.47 -1.18
C 1.35 -0.73 -1.99
O 1.45 -1.39 -3.01
C 0.05 -0.20 -1.51
C -0.09 0.97 -0.76
C -1.33 1.40 -0.36
C -2.50 0.66 -0.62
C -2.34 -0.55 -1.32
C -1.10 -0.93 -1.79
H -0.99 -1.85 -2.35
N -3.42 -1.47 -1.39
S -3.62 -2.32 0.07
O -4.25 -1.46 1.02
O -4.28 -3.54 -0.29
C -1.93 -2.62 0.58
C -1.22 -3.64 -0.02
C 0.14 -3.75 0.24
C 0.78 -2.83 1.07
C 0.03 -1.83 1.67
C -1.32 -1.71 1.42
H -1.92 -0.93 1.87
H 0.52 -1.12 2.32
C 2.25 -2.95 1.32
H 2.76 -3.30 0.43
H 2.67 -1.99 1.62
H 2.43 -3.67 2.12
H 0.71 -4.54 -0.23
H -1.73 -4.33 -0.66
H -3.31 -2.15 -2.13
N -3.71 1.17 -0.25
C -4.95 0.81 -0.91
C -5.82 2.06 -1.06
C -6.09 2.69 0.30
C -4.76 3.00 0.99
C -3.93 1.72 1.07
H -2.97 1.91 1.55
H -4.47 0.97 1.67
H -4.93 3.39 1.99
H -4.22 3.75 0.41
H -6.68 3.60 0.19
H -6.66 1.99 0.92
H -5.29 2.78 -1.69
H -6.75 1.79 -1.55
H -4.72 0.41 -1.90
H -5.48 0.05 -0.33
H -1.42 2.34 0.16
H 0.77 1.59 -0.54
H 2.28 0.06 -0.33
H 4.12 -1.58 -0.84
H 3.77 -1.18 -2.54
H 4.33 1.19 -2.11
C 5.79 0.87 0.73
C 6.10 -0.58 1.12
H 6.97 -0.61 1.77
H 5.25 -1.00 1.66
H 6.29 -1.19 0.25
H 6.65 1.28 0.17
H 5.68 1.46 1.65
H 3.25 2.41 -0.76
H 4.70 3.10 0.00

Summary:
LUMO in eV: 0.61
Gap between HOMO and LUMO in eV: 8.314
SMILES: CCN(CC)CCNC(=O)c1ccc(N2CCCCC2)c(NS(=O)(=O)c2ccc(C)cc2)c1
E_HOMO in eV: -7.7
Energy relative to the best compared isomer or geometry (same formula, charge and spin) in kcal/mol: 8.9

Mulliken population analysis, charges in e, atoms 1 to 5: -1.1230 0.1159 0.3868 0.4135 -0.7570

***

2.
DFT (ωB97M-V/def2-TZVPD) results for a structure of composition C25H36N4O6S3 in a non-equilibrium geometry.

Geometry (Å):
C -0.01 -1.85 1.58
C 0.17 -0.55 1.96
C 1.03 0.50 1.19
C 0.07 1.68 0.93
C -0.86 1.62 -0.09
C -0.92 0.40 -1.01
C -0.20 0.77 -2.34
N 1.05 0.88 -2.48
C -1.78 2.77 -0.25
C -2.83 2.66 -1.35
C -3.87 1.56 -1.00
C -4.12 1.08 0.45
N -4.53 1.03 -1.95
C -1.68 3.88 0.56
C -2.62 5.10 0.40
C -4.12 4.75 0.67
C -5.07 5.64 -0.16
O -5.72 5.23 -1.07
O -5.13 6.98 0.25
C -0.70 3.97 1.62
N -0.49 4.95 2.49
S 0.73 4.45 3.47
N 1.02 2.99 2.83
C 0.20 2.81 1.80
H -1.03 -2.15 1.29
H 0.79 -2.59 1.51
H -0.36 -0.16 2.85
H 1.46 0.09 0.27
H 1.87 0.84 1.83
H -1.94 0.11 -1.29
H -0.46 -0.49 -0.55
H -0.80 0.96 -3.25
H 1.50 0.67 -1.58
H -3.42 3.59 -1.44
H -2.41 2.40 -2.34
H -3.64 0.09 0.56
H -3.67 1.75 1.20
H -5.19 0.94 0.69
H -5.15 0.31 -1.58
H -2.31 5.89 1.11
H -2.44 5.51 -0.61
H -4.34 4.96 1.73
H -4.31 3.69 0.49
H -4.26 7.35 0.02
C 2.33 -5.92 3.98
C 1.19 -6.56 4.79
C 0.12 -5.49 5.02
S 0.26 -4.35 3.63
O 0.69 -3.07 4.13
O -0.90 -4.49 2.79
C 1.65 -5.16 2.85
H 3.02 -6.67 3.60
H 2.88 -5.23 4.62
H 0.76 -7.39 4.22
H 1.55 -6.97 5.74
H -0.88 -5.91 5.03
H 0.30 -4.92 5.93
H 2.29 -4.41 2.39
H 1.26 -5.84 2.10
C 4.90 0.09 -5.06
C 5.16 -1.34 -5.56
C 4.59 -2.30 -4.51
S 3.24 -1.43 -3.71
O 3.59 -1.21 -2.33
O 1.99 -2.03 -4.09
C 3.45 0.11 -4.60
H 5.08 0.83 -5.83
H 5.56 0.31 -4.21
H 4.65 -1.49 -6.51
H 6.22 -1.52 -5.72
H 4.20 -3.21 -4.97
H 5.33 -2.55 -3.75
H 3.21 0.94 -3.94
H 2.76 0.09 -5.45

Summary:
LUMO in eV: -0.61
Gap between HOMO and LUMO in eV: 6.988
E_HOMO in eV: -7.6

Mulliken population analysis, charges in e, atoms 1 to 5: -0.7823 -0.0023 -0.7283 -0.0516 1.3706

***

3.
DFT (ωB97M-V/def2-TZVPD) results for a structure of composition C25H36N5OReSiTe in a non-equilibrium geometry.

Geometry (Å):
Re -0.68 0.66 -0.77
N -3.38 1.88 0.15
C -4.35 2.70 -0.28
C -3.88 3.34 -1.41
C -2.60 2.84 -1.60
N -2.29 1.95 -0.64
H -3.40 1.25 0.94
H -5.29 2.80 0.23
H -4.39 4.06 -2.02
H -1.91 3.09 -2.38
Te 1.33 1.54 0.86
C 0.72 2.40 2.73
C -0.45 2.01 3.38
C -0.66 2.41 4.69
C 0.29 3.18 5.34
C 1.44 3.58 4.69
C 1.66 3.20 3.37
C 1.62 -0.36 1.81
C 2.89 -0.83 2.12
C 3.01 -2.03 2.81
C 1.88 -2.72 3.22
C 0.62 -2.24 2.90
C 0.48 -1.07 2.19
H -1.19 1.41 2.86
H -1.55 2.10 5.21
H 0.13 3.47 6.37
H 2.18 4.18 5.19
H 2.57 3.51 2.86
H 3.78 -0.28 1.85
H 3.99 -2.41 3.05
H 1.99 -3.63 3.78
H -0.26 -2.78 3.23
H -0.50 -0.71 1.88
C -2.03 -3.58 0.17
Si -3.01 -1.98 -0.22
C -4.25 -1.48 1.15
C -3.92 -2.14 -1.91
O -1.95 -0.76 -0.37
H -2.69 -4.30 0.63
H -1.19 -3.39 0.84
H -1.65 -4.04 -0.74
H -4.83 -2.35 1.43
H -4.94 -0.72 0.79
H -3.74 -1.11 2.04
H -4.61 -2.98 -1.84
H -3.23 -2.34 -2.73
H -4.49 -1.24 -2.14
C 2.88 1.24 -4.54
C 2.11 2.20 -3.66
N 1.42 1.45 -2.60
C 1.69 0.13 -2.33
N 0.81 -0.48 -1.52
C 0.94 -1.91 -1.27
C 1.90 -2.61 -2.23
C 3.16 -1.77 -2.38
N 2.81 -0.42 -2.77
C 3.70 0.33 -3.64
H 3.54 1.81 -5.20
H 2.21 0.65 -5.15
H 1.36 2.75 -4.23
H 2.79 2.92 -3.20
H 0.43 1.68 -2.53
H -0.07 -2.34 -1.35
H 1.26 -2.04 -0.23
H 1.43 -2.75 -3.20
H 2.15 -3.59 -1.83
H 3.81 -2.19 -3.14
H 3.72 -1.74 -1.43
H 4.30 -0.37 -4.21
H 4.38 0.94 -3.02

Summary:
LUMO (spin up / spin down) in eV: -11.93 / -11.47
Multiplicity: 2
Gap between HOMO and LUMO (spin up / spin down) in eV: 5.151 / 5.614
E_HOMO (spin up / spin down) in eV: -17.1 / -17.1
Expectation value of S²: 0.804
Net charge: +3

Mulliken population analysis, charges in e, atoms 1 to 5: 0.7905 0.0168 -0.0311 -0.9375 -0.1302

***

no.,DFT total energy (eV)
1,-49448.015
2,-77255.720
3,-53281.703